88
Properties=species:S:1:pos:R:3:forces:R:3 method="wB97M-V/def2-TZVPD" spin_multiplicity=10 energy_ev=-114425.1210 total_charge=+2 lumo_ev="-6.48 / -10.17"
Cr -0.464600 -3.060074 -2.396973 -0.98 0.93 0.78
Cr -3.106307 -1.083433 -2.924310 2.11 -3.14 -0.24
C -0.675503 0.056662 -0.994761 0.72 -0.79 -0.12
O -1.169779 -0.983905 -1.808112 -1.20 -0.71 -0.56
H 0.021329 -0.323338 -0.247683 0.01 -0.32 0.36
H -0.036834 0.726098 -1.571001 -0.36 0.53 -0.12
H -1.463917 0.558141 -0.433490 -0.09 0.41 -0.15
C -2.640233 -3.715860 -3.572143 6.31 1.63 3.54
O -3.230597 -3.171706 -2.659731 -10.40 1.17 6.78
O -1.726033 -4.488895 -3.296662 1.49 -9.23 0.84
O -2.028783 -2.762202 -4.032951 2.38 9.74 -9.88
N 2.233550 2.385756 -3.341447 1.68 0.94 -0.63
C 3.357366 3.202268 -3.566312 -2.59 -0.78 0.77
C 3.254532 4.556219 -3.813131 -2.57 -0.20 -0.99
C 1.904183 5.078910 -3.964280 -0.05 -1.95 -0.05
C 0.755500 4.215482 -3.838572 2.32 0.54 0.47
C 1.001411 2.866134 -3.514710 1.52 0.93 0.35
H 4.315949 2.712250 -3.480223 0.03 -0.10 0.02
H 4.130160 5.116509 -4.105967 -0.06 0.31 0.36
H 1.751597 6.096658 -4.291856 0.05 0.14 0.22
H -0.258540 4.583573 -3.889907 0.05 0.17 -0.29
H 0.229406 2.140281 -3.306021 -0.39 0.07 -0.20
N -3.618936 3.459379 1.590263 0.33 1.02 1.10
C -3.391009 4.718015 2.145403 0.54 -0.82 -1.94
C -2.792224 5.769161 1.426016 0.63 -1.53 -0.41
C -2.318299 5.477344 0.127150 -0.13 -1.02 0.23
C -2.527363 4.204746 -0.405861 -1.05 -0.16 0.50
C -3.202149 3.223525 0.349544 0.71 1.96 0.17
H -3.567080 4.872806 3.199654 -0.51 -0.31 0.00
H -2.512579 6.686585 1.922558 -0.29 0.12 -0.02
H -1.680024 6.103436 -0.478663 -0.28 0.68 0.25
H -2.297169 3.965990 -1.433670 0.47 0.08 -0.01
H -3.289545 2.241591 -0.091566 -0.41 -0.26 0.16
N -0.752056 -3.826520 -0.287423 0.59 -0.35 2.78
C -0.067033 -3.330388 0.806588 -0.64 -0.25 -0.32
C -0.190727 -3.789253 2.171541 0.69 0.92 -3.19
C -1.035630 -4.834800 2.353593 -0.28 -0.79 0.59
C -1.749145 -5.382601 1.279022 0.35 -0.12 1.89
C -1.569418 -4.877809 0.044902 -0.50 1.15 -2.25
H 0.599033 -2.506013 0.598824 0.26 0.02 -0.01
H 0.478067 -3.358980 2.902271 -0.18 0.03 0.16
H -1.125996 -5.252373 3.345498 -0.18 -0.21 0.11
H -2.417248 -6.205343 1.486716 -0.08 -0.03 -0.34
H -2.207680 -5.220716 -0.756002 0.25 -0.25 -0.33
N 1.095360 -2.129656 -3.569429 1.41 0.29 -3.35
C 1.083835 -2.439080 -4.949340 0.41 0.35 2.30
C 2.007189 -1.931964 -5.854312 -1.52 -0.96 0.45
C 2.909051 -0.984883 -5.451296 0.57 0.79 0.58
C 2.984493 -0.645179 -4.095675 -1.12 -0.30 -0.14
C 2.079405 -1.245821 -3.222481 -0.79 -0.98 0.05
H 0.309779 -3.120996 -5.269067 -0.06 -0.05 0.04
H 1.903680 -2.304158 -6.862856 0.24 0.31 -0.18
H 3.485387 -0.491612 -6.220012 0.40 0.05 0.20
H 3.562487 0.155388 -3.658159 0.34 -0.14 -0.38
H 2.125884 -1.041212 -2.163059 0.05 0.24 0.12
N 1.496346 2.032024 4.522378 -1.53 -0.48 -1.28
C 0.700752 2.349298 3.439724 1.41 -2.92 1.41
C -0.136166 1.350763 2.878235 0.54 1.94 -0.04
C -0.171462 0.083683 3.387514 0.56 -0.94 1.03
C 0.638437 -0.268078 4.492640 -0.36 1.48 -0.21
C 1.406385 0.763084 5.041417 0.04 1.57 -1.02
H 0.911863 3.265808 2.908835 -0.29 0.35 0.36
H -0.708740 1.660396 2.016443 -0.26 -0.24 -0.18
H -0.801141 -0.661643 2.924469 -0.07 -0.16 -0.08
H 0.623962 -1.233384 4.976754 0.01 -0.13 -0.20
H 2.052407 0.665866 5.901410 -0.08 -0.49 0.13
N -4.185410 -0.399762 4.123143 0.97 0.12 -4.82
C -3.808507 -1.672619 4.180410 -0.70 0.39 1.84
C -3.278105 -2.306012 3.086210 0.11 0.62 -1.09
C -3.239325 -1.597801 1.897411 -0.29 0.64 -1.33
C -3.640146 -0.251865 1.736361 -0.14 -2.45 2.79
C -4.203764 0.290721 2.916792 0.56 0.08 0.77
H -3.903257 -2.233677 5.098358 -0.12 0.24 0.38
H -2.923560 -3.323628 3.158089 -0.14 0.03 0.11
H -3.009182 -2.080951 0.959331 0.52 -0.49 0.05
H -3.587984 0.202194 0.757834 -0.23 0.54 0.42
H -4.494627 1.318520 2.757343 -0.53 0.54 0.93
N 3.010553 -1.709343 1.248675 0.42 0.47 0.00
C 2.802358 -0.387513 1.426104 0.90 -0.43 -0.12
C 3.734502 0.447514 2.010172 2.07 -0.40 0.28
C 4.962352 -0.101775 2.442052 -0.18 -1.42 -0.10
C 5.219758 -1.488689 2.243477 -1.16 1.55 0.21
C 4.215209 -2.205052 1.632712 -0.96 0.19 -0.45
H 1.940175 0.102251 0.998110 -0.53 -0.45 0.03
H 3.666663 1.525116 2.033942 -0.54 0.01 0.14
H 5.725739 0.487580 2.928136 -0.08 0.30 -0.07
H 6.083457 -2.054149 2.560810 0.32 0.50 0.02
H 4.434260 -3.233011 1.384279 -0.42 -0.28 0.03